Record 1
{"formula": "C5H14OS2", "method": "ωB97M-V/def2-TZVPD", "symbols": ["C", "C", "C", "S", "C", "S", "C", "H", "H", "H", "H", "H", "H", "H", "H", "H", "H", "H", "H", "O", "H", "H"], "coordinates": [[0.829, 2.188, -0.512], [1.696, 1.551, 0.501], [0.973, 0.567, 1.409], [0.448, -0.924, 0.358], [-0.589, -1.907, 1.503], [-1.783, -3.081, 0.746], [-0.702, -3.874, -0.489], [1.438, 2.926, -1.060], [0.007, 2.718, -0.004], [0.396, 1.481, -1.239], [2.584, 1.080, 0.038], [2.052, 2.365, 1.161], [1.636, 0.248, 2.236], [0.088, 1.057, 1.856], [0.140, -2.442, 2.143], [-1.081, -1.135, 2.125], [-1.072, -4.887, -0.719], [0.360, -3.944, -0.201], [-0.779, -3.256, -1.400], [-2.238, 3.137, -2.420], [-1.457, 2.852, -2.945], [-2.947, 3.283, -3.087]], "atomic_forces_ev_per_a": [[-0.72, 0.78, -1.12], [0.97, -0.31, 1.03], [-0.34, -0.93, 0.08], [0.10, 0.81, 0.17], [0.79, 0.35, 0.63], [0.80, 0.49, 0.36], [0.04, 0.20, -0.64], [-0.43, -0.15, 0.03], [0.16, -0.13, -0.38], [0.16, 0.25, 0.33], [-0.36, 0.14, 0.27], [0.16, -0.42, -0.18], [-0.35, -0.06, -0.48], [0.23, -0.37, -0.31], [-0.66, 0.00, -0.20], [-0.29, -0.79, -0.29], [0.03, 0.49, 0.25], [-0.55, 0.08, 0.17], [0.24, -0.42, 0.26], [0.08, -0.12, -1.22], [-0.86, 0.30, 0.55], [0.79, -0.17, 0.69]], "lowdin_charge": [-0.16, -0.38, -0.45, 0.77, -0.83, 0.73, -0.44, 0.08, 0.09, 0.06, 0.11, 0.12, 0.08, 0.08, 0.03, 0.03, 0.03, 0.04, 0.02, -0.09, 0.04, 0.05], "relative_energy_kcal_mol": 20.3, "smiles": "CCCSCSC.O", "multiplicity": 1, "charge": 0, "e_homo_ev": -8.495, "total_energy_ev": -29129.5137}

---

Record 2
{"formula": "C5H14S", "method": "ωB97M-V/def2-TZVPD", "symbols": ["C", "C", "C", "H", "H", "H", "H", "H", "H", "H", "H", "C", "C", "S", "H", "H", "H", "H", "H", "H"], "coordinates": [[-1.778, -1.353, 1.509], [-3.308, -1.548, 1.324], [-1.268, 0.049, 1.322], [-1.323, -2.212, 0.982], [-1.538, -1.610, 2.654], [-3.564, -2.536, 0.880], [-3.802, -1.464, 2.231], [-0.328, 0.044, 1.823], [-2.016, 0.715, 1.897], [-3.785, -0.773, 0.601], [-1.173, 0.271, 0.161], [3.518, 2.040, -0.960], [1.769, 0.339, -2.523], [3.550, 0.733, -2.243], [2.538, 2.350, -0.519], [3.918, 1.612, -0.007], [4.246, 2.807, -1.174], [1.068, 1.138, -2.441], [1.370, -0.555, -1.942], [1.907, -0.049, -3.575]], "atomic_forces_ev_per_a": [[-0.88, -2.19, 2.63], [0.27, 0.68, -3.07], [-1.52, 0.30, -1.77], [0.49, 1.01, -0.17], [-0.59, 0.33, -2.19], [0.26, 0.49, 0.33], [-1.12, 0.25, 1.80], [1.03, 0.74, 0.04], [1.27, -0.56, -1.17], [0.94, -1.12, 1.11], [-0.17, 0.08, 2.49], [0.03, -1.31, 2.30], [1.13, -2.60, -0.87], [-1.05, 0.72, 0.63], [0.54, 0.16, -1.41], [0.08, -0.14, -0.61], [-0.34, 0.67, -0.48], [-0.23, 0.84, -0.11], [0.71, 1.16, -0.27], [-0.86, 0.50, 0.79]], "lowdin_charge": [-0.43, -0.19, -0.24, 0.06, 0.12, 0.05, 0.01, 0.01, 0.08, 0.09, 0.08, -0.57, -0.60, 0.56, 0.03, 0.00, -0.01, -0.03, -0.01, -0.02], "relative_energy_kcal_mol": 33.6, "multiplicity": 2, "charge": -1, "e_homo_ev": [1.233, -5.028], "total_energy_ev": -16244.4821}

---

Record 3
{"formula": "C5H14S", "method": "ωB97M-V/def2-TZVPD", "symbols": ["C", "C", "S", "C", "H", "H", "H", "H", "H", "H", "H", "H", "C", "C", "H", "H", "H", "H", "H", "H"], "coordinates": [[-1.117, 0.028, 1.543], [-1.572, 1.142, 0.590], [-0.424, 1.463, -0.821], [0.364, 2.868, 0.037], [-0.224, -0.541, 1.278], [-1.902, -0.670, 1.849], [-0.801, 0.494, 2.476], [-2.586, 1.048, 0.141], [-1.662, 2.048, 1.208], [0.956, 2.357, 0.803], [1.024, 3.334, -0.676], [-0.353, 3.595, 0.427], [0.818, -1.889, -1.766], [1.208, -2.497, -0.402], [1.591, -1.153, -2.105], [0.653, -2.600, -2.625], [0.023, -1.147, -1.725], [0.445, -2.256, 0.342], [2.147, -2.054, -0.121], [1.412, -3.569, -0.454]], "atomic_forces_ev_per_a": [[0.00, -0.05, 0.85], [-0.57, -0.07, -0.40], [-0.82, 0.81, 0.91], [0.42, -0.91, -0.28], [-0.30, 0.07, -0.65], [-0.01, 0.04, -0.36], [-0.07, 0.13, 0.19], [0.70, -0.56, 0.39], [0.20, -0.08, -0.58], [-0.04, 0.77, 0.21], [0.31, 0.29, -0.10], [0.14, -0.28, -0.09], [0.80, 0.77, -1.28], [-0.27, 0.15, -0.82], [-0.01, -0.99, 0.11], [0.03, 0.60, 1.09], [-0.69, -0.64, 0.26], [0.25, -0.39, 0.01], [0.32, 0.26, 0.51], [-0.39, 0.07, 0.04]], "lowdin_charge": [-0.16, -0.53, 0.77, -0.41, 0.04, 0.07, 0.06, 0.07, 0.06, 0.03, 0.02, 0.04, -0.18, -0.16, 0.06, 0.07, 0.00, 0.04, 0.05, 0.06], "relative_energy_kcal_mol": 20.9, "smiles": "CCSC.CC", "multiplicity": 1, "charge": 0, "e_homo_ev": -8.527, "total_energy_ev": -16246.3929}

---

Record 4
{"formula": "C5H14S", "method": "ωB97M-V/def2-TZVPD", "symbols": ["C", "C", "S", "C", "H", "H", "H", "H", "H", "H", "H", "H", "C", "C", "H", "H", "H", "H", "H", "H"], "coordinates": [[-0.121, 0.647, -1.420], [0.983, 1.587, -1.037], [0.701, 2.884, 0.124], [-0.536, 2.337, 1.266], [-0.116, -0.390, -1.036], [-0.441, 0.537, -2.451], [-1.107, 0.824, -0.914], [1.768, 0.937, -0.652], [1.441, 1.918, -1.972], [-1.177, 1.477, 1.133], [-0.067, 2.295, 2.258], [-1.168, 3.219, 1.315], [0.042, -1.733, 0.942], [0.043, -2.878, -0.042], [0.483, -1.898, 1.933], [0.544, -0.859, 0.538], [-0.948, -1.291, 1.142], [0.920, -3.081, -0.661], [-0.445, -3.803, 0.288], [-0.799, -2.726, -0.756]], "atomic_forces_ev_per_a": [[-3.48, -1.38, 0.98], [1.13, -2.19, -0.79], [0.30, 0.96, -0.79], [-0.12, 0.90, 1.56], [1.20, 0.47, -0.55], [0.55, 0.47, -0.43], [0.61, 0.88, -0.39], [0.25, 0.03, 0.31], [-0.18, 0.86, 0.29], [0.24, -0.28, -0.56], [-0.15, -0.41, -0.21], [-0.49, -0.10, 0.12], [0.08, 0.96, 0.78], [-2.38, -0.60, -1.13], [0.06, -0.39, -0.31], [0.53, -0.17, 0.04], [-0.04, -0.70, -0.12], [0.10, 0.11, 0.55], [1.04, -0.20, 0.89], [0.74, 0.77, -0.26]], "lowdin_charge": [-0.18, -0.60, 0.82, -0.44, 0.03, 0.07, 0.07, 0.06, 0.08, 0.03, 0.03, 0.02, -0.19, -0.17, 0.07, 0.03, 0.07, 0.07, 0.06, 0.07], "relative_energy_kcal_mol": 35.5, "smiles": "CCSC.CC", "multiplicity": 1, "charge": 0, "e_homo_ev": -8.258, "total_energy_ev": -16245.7630}

---

Record 5
{"formula": "C5H14S", "method": "ωB97M-V/def2-TZVPD", "symbols": ["C", "C", "C", "H", "H", "H", "H", "H", "H", "H", "H", "C", "S", "C", "H", "H", "H", "H", "H", "H"], "coordinates": [[-1.171, 0.295, -0.860], [-2.164, 1.025, -1.793], [-2.568, 0.220, -3.108], [-0.788, -0.547, -1.459], [-1.636, 0.099, 0.038], [-0.429, 1.025, -0.564], [-3.171, 1.355, -1.437], [-1.490, 1.863, -2.239], [-1.743, -0.217, -3.540], [-2.965, -0.685, -2.702], [-3.201, 0.724, -3.946], [1.067, -0.189, 2.919], [1.016, -0.612, 1.202], [2.702, -0.202, 0.470], [1.812, -0.772, 3.557], [1.161, 0.825, 3.037], [0.035, -0.433, 3.280], [3.530, -0.835, 0.899], [3.062, 0.880, 0.589], [2.363, -0.386, -0.519]], "atomic_forces_ev_per_a": [[-0.70, 1.21, -2.47], [0.59, 1.51, -3.40], [-1.31, 1.06, 1.12], [0.23, 0.10, 0.97], [-0.96, -1.45, 1.86], [0.56, -0.23, -0.31], [1.31, 0.22, 0.48], [-1.83, -0.56, 0.97], [2.44, -0.29, -1.42], [-1.55, -0.64, -0.06], [0.93, -0.78, 1.96], [-0.44, -3.02, 1.26], [1.38, -0.02, -0.44], [0.02, 0.96, 2.33], [-0.91, 0.78, -0.94], [0.57, 2.52, 0.45], [0.88, 0.02, -0.16], [-1.05, 0.26, -0.85], [-0.97, -1.38, -0.16], [0.80, -0.27, -1.20]], "lowdin_charge": [-0.18, -0.29, -0.14, 0.08, 0.02, 0.04, 0.10, 0.11, 0.01, 0.05, 0.10, -0.46, 0.75, -0.37, 0.06, -0.01, 0.04, 0.04, 0.06, -0.02], "relative_energy_kcal_mol": 44.1, "smiles": "CCC.CSC", "multiplicity": 1, "charge": 0, "e_homo_ev": -8.485, "total_energy_ev": -16245.3905}

---

Record 6
{"formula": "C5H14S", "method": "ωB97M-V/def2-TZVPD", "symbols": ["C", "C", "C", "H", "H", "H", "H", "H", "H", "H", "H", "C", "C", "S", "H", "H", "H", "H", "H", "H"], "coordinates": [[2.072, -0.497, -0.809], [3.161, -1.504, -1.130], [1.820, 0.474, -1.943], [2.289, -0.027, 0.155], [1.123, -0.995, -0.555], [4.069, -0.989, -1.441], [3.405, -2.109, -0.261], [1.227, 1.337, -1.636], [2.898, -2.187, -1.936], [1.320, -0.020, -2.783], [2.738, 0.812, -2.436], [-3.851, 0.066, 0.816], [-1.911, 1.155, 2.398], [-2.176, -0.223, 1.348], [-4.362, 0.490, 1.684], [-3.925, 0.744, -0.032], [-4.338, -0.903, 0.686], [-0.890, 1.153, 2.786], [-2.571, 1.175, 3.259], [-2.098, 2.045, 1.831]], "atomic_forces_ev_per_a": [[-0.49, -0.31, 0.44], [0.07, -0.14, 0.07], [0.09, 0.07, -0.67], [0.43, 0.49, -0.26], [0.08, -0.28, -0.33], [0.07, 0.06, 0.05], [0.06, -0.11, 0.10], [0.04, 0.03, -0.11], [-0.18, 0.04, -0.09], [-0.31, -0.07, 0.28], [0.10, 0.25, 0.54], [-0.47, -0.36, 1.19], [0.76, -0.01, 0.56], [-0.17, -0.13, -0.18], [0.03, 0.34, -0.16], [0.15, -0.13, -0.18], [0.27, 0.03, -0.64], [-0.01, -0.11, -0.29], [-0.45, -0.30, 0.09], [-0.08, 0.67, -0.43]], "lowdin_charge": [-0.35, -0.12, -0.13, 0.09, 0.08, 0.08, 0.07, 0.06, 0.08, 0.07, 0.08, -0.29, -0.32, 1.15, 0.07, 0.09, 0.07, 0.07, 0.08, 0.07], "relative_energy_kcal_mol": 4.9, "multiplicity": 2, "charge": 1, "e_homo_ev": [-13.651, -13.650], "total_energy_ev": -16238.3547}

---

Record 7
{"formula": "C5H14S2", "method": "ωB97M-V/def2-TZVPD", "symbols": ["C", "C", "S", "C", "H", "H", "H", "H", "H", "H", "H", "H", "C", "S", "C", "H", "H", "H", "H", "H", "H"], "coordinates": [[-0.704, 0.664, -1.254], [0.453, 1.119, -2.199], [2.209, 0.694, -1.781], [2.773, 2.407, -1.295], [-0.713, 1.135, -0.213], [-0.751, -0.415, -1.193], [-1.569, 0.940, -1.825], [0.408, 0.577, -3.114], [0.354, 2.244, -2.296], [2.030, 3.260, -1.085], [3.330, 2.654, -2.371], [3.230, 2.409, -0.361], [-0.581, -1.277, 3.338], [-2.201, -1.801, 2.415], [-1.898, -2.666, 0.949], [0.141, -0.907, 2.663], [-0.253, -2.086, 3.956], [-1.003, -0.433, 3.969], [-1.142, -2.128, 0.337], [-2.796, -2.875, 0.281], [-1.315, -3.516, 1.077]], "atomic_forces_ev_per_a": [[1.18, 0.52, 0.30], [0.08, 0.64, 1.54], [-1.09, 1.50, 1.17], [-0.79, 1.13, -4.30], [0.11, -0.61, -1.52], [0.21, -0.25, 0.33], [-0.87, 0.36, 0.13], [-0.83, 0.10, -1.01], [0.41, -1.44, -0.41], [0.23, -1.73, -0.96], [-0.67, 0.13, 3.65], [2.03, -0.36, 1.07], [-3.05, 0.36, -0.13], [-0.37, 1.47, 2.41], [1.13, 0.78, -2.95], [0.83, 0.32, -0.69], [0.33, -0.39, 0.23], [0.66, -1.06, -0.73], [-0.82, 0.37, -0.10], [0.96, 0.44, 1.34], [0.32, -2.30, 0.62]], "lowdin_charge": [-0.15, -0.55, 0.72, -0.43, 0.10, 0.04, 0.05, 0.03, 0.08, 0.06, 0.08, -0.03, -0.32, 0.70, -0.53, 0.00, 0.01, 0.04, 0.02, 0.07, 0.00], "relative_energy_kcal_mol": 57.7, "smiles": "CCSC.CSC", "multiplicity": 1, "charge": 0, "e_homo_ev": -8.333, "total_energy_ev": -27080.2360}

---

Record 8
{"formula": "C5H14Si2", "method": "ωB97M-V/def2-TZVPD", "symbols": ["C", "C", "Si", "Si", "C", "C", "C", "H", "H", "H", "H", "H", "H", "H", "H", "H", "H", "H", "H", "H", "H"], "coordinates": [[1.199, 2.096, 0.272], [0.955, 0.797, 0.137], [2.863, -0.459, -0.190], [-0.715, 0.056, 0.047], [-1.131, -0.695, 1.785], [-2.167, 1.140, -0.527], [-0.387, -1.336, -1.306], [0.426, 2.714, 0.070], [2.158, 2.439, 0.212], [2.499, -0.856, -1.598], [2.736, -1.616, 0.720], [3.908, 0.614, 0.050], [-2.099, -0.862, 2.010], [-0.496, -1.589, 1.877], [-0.780, 0.073, 2.504], [-2.494, 1.503, 0.473], [-1.685, 2.144, -0.950], [-2.973, 0.836, -1.333], [-0.051, -0.861, -2.161], [0.445, -1.894, -0.864], [-1.285, -1.901, -1.543]], "atomic_forces_ev_per_a": [[0.07, -3.01, -0.72], [2.85, -1.30, 0.30], [-3.69, 2.21, 0.20], [-1.01, -2.39, -1.25], [4.05, 1.53, -1.31], [0.80, 2.48, -1.10], [-0.91, 0.40, 3.01], [-2.38, 2.54, 0.07], [2.41, 1.30, 0.23], [0.83, 0.08, 0.46], [0.51, 0.05, -0.04], [-0.24, -0.87, -0.20], [-3.30, -0.88, 0.42], [-0.33, 0.18, 0.27], [0.04, -0.46, -0.18], [-0.93, -0.25, -0.82], [-0.90, -1.98, 0.54], [1.58, 0.30, 2.15], [0.75, 0.99, -1.84], [-0.36, -0.52, -0.33], [0.18, -0.40, 0.14]], "lowdin_charge": [-0.11, -0.39, 0.72, 0.48, -0.17, -0.21, -0.20, 0.00, 0.00, -0.09, -0.11, -0.08, -0.03, 0.03, 0.04, 0.01, 0.05, 0.07, -0.02, -0.01, 0.02], "relative_energy_kcal_mol": 46.9, "smiles": "C=C([SiH3])[Si](C)(C)C", "multiplicity": 1, "charge": 0, "e_homo_ev": -9.101, "total_energy_ev": -21164.6030}